Entry P
Computed, not measured: a 40-piece molecular cluster, H80O40 overall, with wB97M-V/def2-TZVPD.

Summary:
HOMO	-9.7	eV
orbital gap	9.29	eV
spin multiplicity	1

Each line ends with the Mulliken charge.
Element x y z (Å)
H  -6.731  -0.078  0.298  0.26
H  -6.838  -0.369  -1.296  0.27
O  -6.566  -0.639  -0.402  -0.48
H  1.989  -3.554  1.945  0.29
H  3.621  -3.724  2.327  0.31
O  2.977  -3.575  1.486  -0.60
H  -1.438  -0.750  -0.841  -0.39
H  -0.709  0.475  -0.067  -0.60
O  -0.749  -0.029  -0.868  1.88
H  -1.884  -3.742  -0.179  0.23
H  -1.607  -2.523  0.992  0.09
O  -1.816  -2.715  -0.031  -0.18
H  -3.524  1.696  2.382  0.35
H  -4.620  0.776  3.106  0.31
O  -3.983  1.564  3.292  -0.75
H  1.278  -1.354  4.626  0.28
O  0.779  -2.105  4.966  -0.61
H  1.083  4.296  -0.549  0.20
O  1.349  4.650  0.243  -0.49
H  3.226  0.480  -0.005  0.07
H  2.960  1.969  -0.267  0.27
O  2.610  1.079  0.051  -0.18
H  0.371  0.665  3.964  0.06
H  1.673  1.433  3.868  0.38
O  1.323  0.576  4.235  -0.67
H  5.755  0.879  1.354  0.43
H  4.960  2.091  0.980  0.24
O  5.763  1.827  1.315  -0.65
H  -0.840  -4.469  3.203  0.25
H  -2.072  -4.372  4.034  0.28
O  -1.658  -4.842  3.300  -0.62
H  -2.851  3.823  -2.210  0.36
O  -3.201  4.803  -2.250  -0.72
H  2.012  0.490  -2.404  -0.08
H  2.773  1.663  -1.873  0.23
O  2.200  1.351  -2.591  -0.23
H  1.771  -2.128  2.249  0.18
H  0.771  -1.586  1.256  0.01
O  0.815  -1.832  2.235  0.08
H  -0.147  1.324  1.990  0.03
H  -1.339  0.473  2.724  -0.50
O  -0.951  0.920  1.880  0.59
H  -0.267  -6.092  1.415  0.24
H  -0.136  -5.338  -0.155  0.30
O  -0.252  -5.393  0.856  -0.58
H  -3.284  -3.554  1.222  0.30
H  -3.651  -4.833  0.616  0.26
O  -3.935  -3.939  0.656  -0.61
H  -1.047  -1.100  -3.268  0.32
H  0.188  -0.304  -2.632  0.04
O  -0.142  -0.808  -3.481  -0.67
H  -3.362  3.029  -4.399  0.32
O  -2.550  3.415  -4.816  -0.56
H  3.409  0.025  -6.082  0.26
H  2.923  0.346  -4.588  0.30
O  3.486  -0.104  -5.213  -0.62
H  -3.701  2.007  -1.750  0.27
O  -4.290  2.630  -1.949  -0.73
H  3.312  4.755  2.071  0.30
H  4.250  3.950  2.957  0.32
O  4.127  4.223  2.035  -0.66
H  0.626  5.125  -2.026  0.24
H  -0.310  4.092  -2.757  0.32
O  0.644  4.465  -2.756  -0.62
H  4.012  2.676  -4.191  0.32
H  3.759  3.455  -2.888  0.25
O  4.283  2.839  -3.208  -0.58
H  -0.274  -0.806  5.360  0.37
H  -1.485  -1.017  6.369  0.27
O  -0.708  -0.397  6.147  -0.64
H  -3.757  -1.125  -0.179  0.15
H  -3.787  -0.798  -1.763  0.27
O  -3.611  -0.359  -0.909  -0.52
H  -2.150  5.803  -0.097  0.24
H  -1.501  5.257  1.200  0.29
O  -1.373  5.578  0.336  -0.45
H  2.076  -4.298  -2.290  0.35
H  1.938  -4.346  -0.713  0.22
O  1.902  -4.757  -1.421  -0.59
H  1.614  -2.468  -4.823  0.33
H  0.926  -2.958  -3.603  0.20
O  1.850  -2.833  -3.856  -0.60
H  -2.680  1.158  4.343  0.31
H  -3.410  -0.092  5.210  0.22
O  -2.739  0.157  4.624  -0.47
H  1.265  -1.520  -1.032  0.00
H  0.686  -3.008  -0.406  0.00
O  1.364  -2.398  -0.297  0.24
H  -1.890  1.267  -2.697  0.10
O  -1.798  2.253  -2.769  -0.39
H  5.264  -0.242  -0.427  0.37
H  4.969  -1.534  0.407  0.26
O  5.277  -0.629  0.455  -0.68
H  -2.656  4.337  -4.786  0.29
H  1.300  -2.415  5.687  0.28
H  -4.440  3.204  -1.194  0.34
H  0.842  5.503  0.017  0.29
H  -4.030  4.488  -2.705  0.31
H  -0.971  2.343  -3.297  0.24
O  4.877  -3.453  -1.819  -0.62
H  4.827  -4.375  -1.502  0.33
H  4.189  -3.003  -1.481  0.24
O  -1.889  -1.512  2.384  -0.29
H  -1.009  -1.389  2.740  0.04
H  -2.332  -1.138  2.997  0.18
O  -1.530  -4.692  -1.855  -0.69
H  -0.729  -4.745  -2.505  0.38
H  -1.527  -3.728  -1.792  0.19
O  4.658  0.071  -2.212  -0.55
H  5.364  0.498  -2.630  0.22
H  4.369  -0.358  -3.078  0.22
O  2.027  2.462  2.437  -0.55
H  2.663  2.875  1.939  0.23
H  1.424  2.271  1.725  0.25
O  -5.485  -1.379  -2.547  -0.62
H  -5.957  -0.587  -2.721  0.28
H  -5.940  -2.325  -2.655  0.29
O  -2.461  3.466  2.302  -0.56
H  -2.961  3.888  3.020  0.28
H  -1.585  3.730  2.336  0.24

=====

Entry Q
Computed, not measured: a 40-piece molecular cluster, H80O40 overall, with wB97M-V/def2-TZVPD.

Summary:
HOMO	-10.6	eV
orbital gap	9.60	eV
spin multiplicity	1

Each line ends with the Mulliken charge.
Element x y z (Å)
H  -0.340  -2.337  0.741  0.10
H  0.430  -2.497  1.780  0.10
O  0.148  -3.058  1.175  -0.30
H  0.111  2.020  -0.283  -0.15
H  -0.431  3.090  -1.412  -0.14
O  -0.635  2.671  -0.568  0.38
H  5.314  1.516  -0.854  0.32
H  5.118  1.063  -2.304  0.29
O  5.148  0.696  -1.402  -0.59
H  -5.396  -0.734  1.875  0.27
H  -5.920  -2.240  1.670  0.23
O  -5.390  -1.521  1.303  -0.59
H  -0.241  5.760  1.017  0.28
H  -1.433  5.865  1.897  0.31
O  -1.099  6.230  1.168  -0.58
H  -2.508  -2.649  -0.898  0.33
O  -2.157  -2.979  -1.669  -0.59
H  -3.377  3.377  -1.792  0.29
O  -2.795  3.216  -2.684  -0.59
H  1.571  -6.374  -1.817  0.31
H  0.882  -5.032  -1.636  0.32
O  1.556  -5.452  -2.168  -0.64
H  -3.475  -1.310  -3.915  0.21
H  -2.832  -2.492  -4.590  0.33
O  -2.986  -1.460  -4.684  -0.58
H  2.689  -1.723  -2.070  0.06
H  1.925  -1.558  -3.379  0.17
O  2.233  -0.969  -2.619  -0.23
H  3.054  -3.931  0.824  0.33
H  2.459  -4.602  1.983  0.31
O  2.736  -4.795  1.090  -0.64
H  -0.420  0.015  2.825  0.14
O  0.019  -0.557  2.191  0.33
H  2.535  0.804  -0.613  -0.29
H  1.467  0.586  -1.661  -0.42
O  1.587  0.642  -0.688  1.64
H  2.654  -4.070  -0.944  0.30
H  3.640  -4.906  -1.854  0.30
O  3.384  -3.972  -1.695  -0.62
H  2.661  2.589  -4.511  0.46
H  2.912  3.579  -3.520  0.31
O  3.362  3.218  -4.297  -0.66
H  -3.361  -3.882  3.191  0.32
H  -4.638  -3.133  3.242  0.33
O  -4.325  -4.064  3.358  -0.64
H  1.400  -4.160  -3.714  0.33
H  2.790  -3.789  -3.877  0.28
O  1.985  -3.672  -4.224  -0.57
H  -3.176  -0.551  2.271  0.40
H  -3.327  0.526  3.304  0.23
O  -3.718  -0.249  2.983  -0.65
H  1.203  -6.580  0.453  0.34
O  0.565  -5.953  0.030  -0.74
H  4.457  3.202  3.200  0.37
H  4.824  1.956  4.120  0.28
O  4.944  2.396  3.207  -0.62
H  -1.486  -1.297  6.706  0.28
O  -1.836  -0.637  6.134  -0.57
H  -0.813  0.466  -5.528  0.25
H  -1.225  2.117  -5.413  0.26
O  -1.292  1.240  -5.290  -0.65
H  -2.529  3.473  0.557  0.19
H  -3.531  2.276  0.456  0.26
O  -3.183  3.023  0.143  -0.52
H  0.463  2.147  -4.514  0.20
H  1.407  1.078  -3.879  0.22
O  1.010  1.995  -3.707  -0.56
H  -1.515  3.732  2.034  0.19
H  -1.424  4.265  3.468  0.27
O  -2.055  3.966  2.815  -0.62
H  1.081  4.439  -1.641  0.24
H  1.495  3.897  -0.060  0.25
O  1.615  4.015  -0.989  -0.64
H  -5.075  -0.895  -1.279  0.17
H  -6.291  -0.277  -1.930  0.32
O  -5.813  -0.420  -1.241  -0.58
H  -3.291  -0.016  -0.286  0.01
H  -3.849  -1.019  0.363  0.19
O  -2.967  -0.685  0.384  -0.01
H  3.405  2.855  -0.610  0.25
H  4.416  3.436  0.519  0.24
O  4.216  2.692  -0.054  -0.66
H  1.106  1.310  1.675  -0.10
H  2.546  1.836  1.291  0.10
O  1.525  2.017  1.349  0.16
H  -1.633  0.940  4.089  0.10
H  -0.148  1.448  4.457  0.24
O  -0.835  1.341  3.789  -0.48
H  2.364  -0.683  -5.055  0.25
O  3.107  -0.678  -5.752  -0.63
H  -3.428  1.049  -2.576  0.10
H  -2.663  1.086  -3.878  0.14
O  -3.397  0.811  -3.338  -0.10
H  0.708  -4.936  0.388  0.35
H  -1.256  -2.939  -1.604  0.15
H  -2.533  -1.026  5.533  0.31
H  -2.347  4.032  -2.781  0.24
H  -0.282  -0.213  1.282  -0.13
H  3.794  -1.149  -5.130  0.37
O  3.275  -0.787  1.012  -0.64
H  3.764  -0.051  0.529  0.16
H  3.515  -1.535  0.462  0.21
O  -5.934  1.796  -3.133  -0.64
H  -5.244  1.901  -3.842  0.34
H  -5.417  1.636  -2.271  0.30
O  -0.115  -2.309  4.545  -0.70
H  -0.313  -1.501  4.003  0.32
H  0.734  -2.544  4.093  0.27
O  3.185  -2.614  3.353  -0.51
H  3.666  -2.508  4.082  0.22
H  2.963  -1.812  3.037  0.22
O  -1.139  -0.544  -1.362  0.59
H  -0.584  -0.033  -1.977  -0.20
H  -1.649  0.018  -0.900  -0.40
O  3.216  4.468  3.921  -0.68
H  2.356  4.185  4.225  0.31
H  2.915  4.921  3.102  0.31
O  2.215  -0.068  5.736  -0.64
H  1.615  -0.794  5.374  0.33
H  1.628  0.294  6.559  0.32

=====

Most stable structure among those shown: entry Q.